(1)
ORCA calculation (wB97M-V/def2-TZVPD) on 2 unconnected molecules or ions with the total composition C4H9ClN2 in a non-equilibrium geometry.

Output
Energy relative to the best compared isomer or geometry (same formula, charge and spin) = 107.68 kcal/mol
DFT total energy = -19791.259 eV

Each line ends with the Mulliken charge.
Positions of all 16 atoms, in Å:
C (0.6381, 0.7441, 0.5038)  0.75
C (1.1943, 1.6757, -0.4485)  -0.95
C (-0.0878, -1.0018, 2.1631)  -0.71
C (-1.3002, -0.5495, -1.2522)  -0.84
N (0.3662, 0.1971, 1.5320)  -0.27
N (0.0441, -0.9830, -1.0218)  -0.50
Cl (0.9667, -0.6163, -2.3754)  -0.24
H (1.8638, 2.4141, 0.1837)  0.32
H (0.4632, 2.2774, -0.8958)  0.32
H (1.6543, 0.9129, -1.2533)  0.23
H (-0.4169, -1.5854, 1.3041)  0.36
H (-0.7802, -0.7268, 2.8110)  0.29
H (0.6418, -1.4307, 2.7888)  0.29
H (-1.8312, -0.8959, -2.1310)  0.38
H (-2.0157, -0.9212, -0.5672)  0.28
H (-1.4005, 0.4893, -1.3414)  0.27

---

(2)
ORCA calculation (wB97M-V/def2-TZVPD) on C20H25ClN4O2 in the gas phase in a non-equilibrium geometry.

Output
SMILES string = Cc1cc(C(=O)N2CCC[C@H](N3CCN(c4cccc(Cl)c4)CC3)C2)no1
Energy relative to the best compared isomer or geometry (same formula, charge and spin) = 33.21 kcal/mol
DFT total energy = -43722.722 eV

Each line ends with the Mulliken charge.
Positions of all 52 atoms, in Å:
C (6.2209, 4.0085, 1.0185)  -1.19
C (5.3891, 2.7923, 0.8579)  0.39
C (5.5249, 1.5132, 1.3127)  -0.47
C (4.3749, 0.8441, 0.8145)  0.74
N (3.6365, 1.6770, 0.1187)  -0.27
O (4.2535, 2.8791, 0.1416)  -0.27
C (4.1318, -0.6052, 1.0179)  0.31
O (5.0476, -1.3111, 1.4165)  -0.72
N (2.9072, -1.1060, 0.7563)  0.24
C (1.7745, -0.3539, 0.2648)  -1.68
H (1.7821, 0.6494, 0.6909)  0.86
H (1.8447, -0.2527, -0.8238)  0.16
C (0.4767, -1.0660, 0.6629)  -0.04
N (-0.6643, -0.1828, 0.4959)  0.23
C (-0.9484, 0.2845, -0.8487)  0.00
H (-1.3610, -0.5134, -1.4905)  0.25
C (-1.9746, 1.4192, -0.7445)  -1.73
N (-3.2004, 0.9716, -0.1221)  0.12
C (-4.2254, 0.4263, -0.8712)  1.22
C (-5.4490, 0.1212, -0.2575)  -0.54
C (-6.5039, -0.3687, -0.9985)  0.08
C (-6.4095, -0.5669, -2.3656)  -0.56
C (-5.2112, -0.2491, -2.9795)  -0.76
C (-4.1379, 0.2330, -2.2565)  -0.53
H (-3.2234, 0.4469, -2.7853)  0.24
H (-5.1077, -0.3915, -4.0451)  0.37
H (-7.2447, -0.9516, -2.9268)  0.43
Cl (-7.9916, -0.7318, -0.1876)  -0.23
H (-5.5929, 0.2877, 0.7973)  0.45
C (-2.9056, 0.4633, 1.2008)  -1.21
H (-2.4839, 1.2805, 1.7935)  0.38
C (-1.8798, -0.6750, 1.1163)  -0.48
H (-2.3285, -1.5097, 0.5483)  0.28
H (-1.6451, -1.0267, 2.1231)  0.52
H (-3.8058, 0.1007, 1.6911)  0.38
H (-1.5543, 2.2005, -0.1033)  0.41
H (-2.1822, 1.8553, -1.7203)  0.58
H (-0.0344, 0.6680, -1.2999)  0.43
C (0.3880, -2.4281, -0.0576)  -0.41
C (1.7886, -3.0205, -0.2509)  -0.80
H (2.1981, -2.7148, -1.2151)  0.27
C (2.7319, -2.5462, 0.8463)  -0.84
H (2.3374, -2.8180, 1.8326)  0.23
H (3.7208, -3.0008, 0.7459)  0.51
H (1.7431, -4.1097, -0.2419)  0.44
H (-0.2299, -3.1061, 0.5336)  0.39
H (-0.0916, -2.3032, -1.0292)  0.17
H (0.5374, -1.2475, 1.7432)  0.34
H (6.3036, 1.0826, 1.9038)  0.40
H (6.3619, 4.4940, 0.0548)  0.33
H (7.1857, 3.7415, 1.4387)  0.32
H (5.7263, 4.7166, 1.6828)  0.28